Computed, not measured: C26H26LuN9O7S2 as an isolated structure at a distorted geometry, with the ωB97M-V functional and the def2-TZVPD basis.

```
! RIJCOSX wB97M-V def2-TZVPD def2/J DEFGRID3
* xyz 0 1
Lu -0.3706 0.6665 -0.7040
C -2.0448 0.0240 4.7745
N -2.1595 -0.9926 3.7399
C -2.6989 -2.2565 3.9115
C -2.6241 -2.8813 2.7367
N -2.0344 -1.9931 1.8232
C -1.7548 -0.8078 2.4605
S -1.1457 0.6605 1.9347
C -1.6633 -2.4496 0.5208
C -1.3856 -3.8046 0.3859
C -1.1674 -4.3219 -0.8743
C -1.2368 -3.4741 -1.9650
C -1.4609 -2.1370 -1.7235
N -1.6478 -1.6060 -0.5009
H -2.4506 -0.3869 5.6946
H -2.5979 0.9161 4.4878
H -1.0005 0.2939 4.9163
H -3.1083 -2.5860 4.8504
H -2.9894 -3.8470 2.4420
H -1.3037 -4.4315 1.2607
H -0.9358 -5.3724 -0.9973
H -1.0837 -3.8239 -2.9766
H -1.4853 -1.4450 -2.5478
O 2.3030 0.2266 -3.5164
C 1.5654 -0.3310 -2.7180
O 0.3040 -0.0378 -2.5498
C 2.1076 -1.4661 -1.8837
C 2.9740 -2.3485 -2.4812
C 3.4669 -3.4296 -1.7617
C 3.1260 -3.6224 -0.4467
C 2.2593 -2.7357 0.1607
C 1.7322 -1.6035 -0.5106
O 0.9987 -0.7225 0.0760
N 1.9146 -3.0316 1.5622
O 2.6963 -3.7186 2.1972
O 0.8680 -2.6047 2.0108
N 4.3678 -4.3901 -2.4126
O 4.7973 -5.3126 -1.7448
O 4.6167 -4.2200 -3.5909
H 3.2705 -2.2034 -3.5116
H 3.5222 -4.4577 0.1082
C -3.6492 0.4853 -2.3532
C -3.3539 1.7808 -1.6657
C -4.1726 2.8745 -1.5760
C -3.4437 3.8769 -0.8707
C -2.2169 3.3412 -0.5848
C -1.0911 4.0106 0.1411
N -2.1405 2.0367 -1.0513
H -4.6428 0.5262 -2.7995
H -3.6350 -0.3638 -1.6673
H -2.9415 0.2825 -3.1656
H -5.1759 2.9501 -1.9733
H -3.7736 4.8758 -0.6189
H -1.4537 4.9306 0.6011
H -0.2600 4.2804 -0.5189
H -0.6890 3.3920 0.9480
C 2.3790 4.8591 2.4571
C 2.7136 3.4094 2.0966
C 2.4247 3.0911 0.6661
N 1.5578 2.2362 0.2746
N 1.4076 2.1693 -1.0875
C 2.2214 2.9492 -1.7449
N 2.2943 2.9840 -3.0886
S 3.1965 3.8980 -0.6759
H 2.5935 5.0455 3.5090
H 1.3233 5.0694 2.2778
H 2.9680 5.5638 1.8670
H 2.1168 2.7158 2.6871
H 3.7639 3.1981 2.3073
H 2.0920 2.0870 -3.5289
H 3.0459 3.5093 -3.4993
*
```

LUMO level ... -0.0111 hartree

***

Computed, not measured: C26H26N4OS2Tl as an isolated structure, with the ωB97M-V functional and the def2-TZVPD basis.

```
! RIJCOSX wB97M-V def2-TZVPD def2/J DEFGRID3
* xyz -1 1
Tl 2.3337 0.6390 0.9150
C 1.3749 2.9303 2.5699
C 0.7082 3.4621 1.5063
C -0.6404 2.9418 1.0776
C -0.2550 1.1211 2.8871
C 0.9923 1.7634 3.2687
H 2.3095 3.4024 2.8670
H 1.0846 4.3452 0.9998
H -0.6859 2.7577 -0.0062
H -0.7730 0.5092 3.6201
H 1.5566 1.3813 4.1081
N 3.9708 -3.6148 0.0679
C 3.1745 -2.6983 0.7259
S 3.9275 -1.7300 1.9344
N 1.9122 -2.7547 0.3592
N 1.1272 -1.7274 0.7680
C -0.1081 -1.9574 1.0139
C -0.7107 -3.3268 1.0012
C -0.5389 -4.1849 -0.0853
C -1.0885 -5.4589 -0.0780
C -1.8204 -5.9029 1.0168
C -1.9850 -5.0627 2.1088
C -1.4312 -3.7893 2.0996
C -0.9679 -0.7833 1.3272
C -2.3056 -0.8857 1.4041
C -3.1273 0.2993 1.6331
C -2.5715 1.4955 1.8033
C -1.0917 1.6681 1.7856
N -0.2995 0.4429 1.4795
H 4.8028 -3.8882 0.5595
H 3.4720 -4.3386 -0.4244
H 0.0336 -3.8433 -0.9353
H -0.9378 -6.1117 -0.9300
H -2.2522 -6.8966 1.0217
H -2.5466 -5.3986 2.9727
H -1.5488 -3.1483 2.9645
H -2.7923 -1.8293 1.2082
H -4.2065 0.1922 1.6354
H -3.1745 2.3878 1.9269
H -1.4146 3.6943 1.2844
C -1.5291 4.9256 -2.3874
C -0.6758 3.6836 -2.4252
C -1.2523 2.4176 -2.4618
C -0.4629 1.2770 -2.4483
C 0.9168 1.4054 -2.4206
C 1.5140 2.6517 -2.3808
C 0.7129 3.7835 -2.3849
S 1.9541 -0.0584 -2.3506
C 1.6942 -0.5367 -4.0682
O 3.3717 0.3942 -2.2921
H -2.5898 4.6748 -2.3782
H -1.3363 5.5630 -3.2533
H -1.3125 5.5114 -1.4919
H -2.3325 2.3216 -2.4699
H -0.9227 0.2930 -2.4322
H 2.5945 2.7129 -2.3215
H 1.1731 4.7647 -2.3328
H 2.0387 0.2902 -4.6888
H 0.6381 -0.7498 -4.2385
H 2.2992 -1.4275 -4.2353
*
```

LUMO level ... 0.0876 hartree

***

Number 1: calculated total energy -4057.81630 Eh. Number 2: calculated total energy -2269.42725 Eh.